Here is 15 unconnected molecules or ions with the total composition C74H193N15O22 in a non-equilibrium geometry from the OMol25 dataset. Energies are from the ωB97M-V functional and the def2-TZVPD basis.

Each line ends with the Löwdin charge.
Element x y z (Å)
O (26.465, 26.450, 13.644)  -0.20
O (32.170, 22.015, 21.227)  -0.18
O (18.605, 17.971, 10.527)  -0.21
O (30.170, 13.434, 20.169)  -0.18
O (23.929, 21.782, 19.667)  -0.20
O (18.657, 19.264, 19.355)  -0.20
O (24.719, 19.029, 13.707)  -0.22
O (19.347, 22.408, 13.763)  -0.23
O (19.613, 24.267, 20.689)  -0.21
O (27.128, 22.145, 23.627)  -0.21
O (23.458, 24.204, 14.525)  -0.23
O (32.417, 22.597, 11.823)  -0.19
O (31.542, 27.096, 23.567)  -0.18
O (28.251, 17.575, 20.978)  -0.18
O (25.967, 32.834, 17.203)  -0.19
O (28.679, 27.756, 19.028)  -0.16
O (13.214, 22.824, 21.677)  -0.18
O (30.146, 20.180, 16.071)  -0.16
O (21.387, 18.009, 16.428)  -0.19
O (24.558, 27.201, 19.482)  -0.23
O (22.771, 20.206, 25.173)  -0.21
O (23.617, 16.823, 20.592)  -0.17
N (28.557, 23.107, 21.197)  0.06
N (24.211, 17.405, 10.371)  0.02
N (28.828, 24.525, 24.088)  -0.08
N (16.117, 21.019, 20.117)  -0.05
N (26.737, 24.052, 18.616)  0.07
N (28.925, 15.756, 18.946)  -0.08
N (22.356, 23.411, 11.073)  0.04
N (27.352, 30.319, 17.778)  -0.03
N (24.344, 27.350, 23.143)  0.04
N (19.517, 18.391, 14.063)  -0.06
N (22.638, 13.377, 19.780)  0.03
N (21.215, 22.435, 15.739)  0.08
N (30.902, 22.514, 14.729)  -0.04
N (28.463, 24.338, 15.983)  0.05
N (20.812, 22.235, 22.554)  -0.04
C (13.912, 21.745, 20.991)  -0.22
C (19.246, 23.414, 14.749)  -0.18
C (18.362, 20.612, 18.949)  -0.17
C (25.677, 27.699, 13.729)  -0.06
C (22.707, 18.426, 16.195)  -0.12
C (23.936, 27.457, 20.759)  -0.16
C (20.458, 25.325, 20.216)  -0.11
C (19.295, 18.779, 12.681)  -0.22
C (27.300, 28.823, 17.441)  -0.17
C (27.335, 27.958, 18.643)  -0.25
C (24.946, 27.171, 21.854)  -0.47
C (24.366, 14.610, 18.726)  -0.06
C (15.402, 21.715, 21.167)  -0.25
C (30.220, 23.575, 19.626)  -0.05
C (19.432, 24.244, 22.124)  -0.18
C (22.009, 21.659, 23.281)  -0.17
C (31.627, 28.417, 23.071)  -0.12
C (33.061, 21.626, 22.223)  -0.13
C (22.718, 18.842, 24.581)  -0.07
C (29.770, 13.528, 18.851)  -0.25
C (27.307, 26.151, 14.752)  -0.18
C (27.800, 16.645, 18.806)  -0.18
C (24.080, 22.383, 12.464)  -0.06
C (28.689, 18.545, 21.832)  -0.13
C (25.642, 34.093, 17.705)  -0.13
C (30.123, 25.174, 24.224)  -0.20
C (25.439, 25.782, 21.825)  -0.06
C (20.680, 23.676, 22.868)  -0.19
C (30.867, 22.272, 21.747)  -0.17
C (24.817, 22.880, 19.683)  -0.18
C (27.241, 22.756, 24.860)  -0.22
C (25.079, 18.413, 12.489)  -0.20
C (23.905, 27.644, 18.323)  -0.10
C (17.560, 21.438, 20.038)  -0.16
C (28.806, 26.898, 20.122)  -0.12
C (19.516, 19.091, 20.452)  -0.10
C (23.507, 14.504, 20.010)  -0.43
C (20.082, 19.493, 14.877)  -0.19
C (29.784, 22.529, 20.678)  -0.39
C (22.732, 23.137, 12.460)  -0.39
C (22.852, 16.943, 12.280)  -0.05
C (31.823, 23.578, 12.601)  -0.24
C (20.331, 18.993, 16.303)  -0.17
C (20.133, 24.171, 17.107)  -0.03
C (28.773, 19.872, 16.006)  -0.13
C (27.892, 24.727, 14.716)  -0.44
C (21.743, 21.128, 24.742)  -0.20
C (22.917, 24.481, 13.227)  -0.15
C (11.808, 22.638, 21.728)  -0.12
C (27.333, 32.609, 16.974)  -0.24
C (26.946, 23.641, 14.383)  -0.05
C (22.697, 15.778, 20.371)  -0.21
C (30.274, 26.409, 23.345)  -0.18
C (32.004, 23.260, 14.101)  -0.19
C (31.332, 22.290, 16.096)  -0.24
C (18.121, 16.856, 9.713)  -0.08
C (28.579, 14.435, 18.596)  -0.24
C (30.380, 21.412, 16.826)  -0.21
C (28.654, 23.409, 24.967)  -0.21
C (19.941, 22.951, 16.062)  -0.38
C (25.929, 21.464, 23.466)  -0.11
C (23.287, 25.173, 15.542)  -0.10
C (18.804, 22.689, 12.494)  -0.08
C (23.818, 17.993, 11.663)  -0.38
C (29.212, 12.692, 20.984)  -0.07
C (22.948, 21.895, 18.631)  -0.10
C (22.963, 18.096, 20.654)  -0.10
C (32.321, 22.795, 10.421)  -0.10
C (27.557, 31.138, 16.597)  -0.22
C (26.298, 21.759, 17.881)  -0.05
C (28.092, 17.932, 19.632)  -0.20
C (18.845, 17.567, 11.888)  -0.22
C (25.863, 19.330, 14.533)  -0.08
C (25.645, 23.045, 18.357)  -0.36
H (23.489, 16.822, 9.971)  0.06
H (19.253, 25.246, 22.514)  0.11
H (17.680, 22.496, 19.808)  0.10
H (28.295, 20.557, 15.307)  0.06
H (31.630, 28.451, 21.982)  0.08
H (19.196, 24.395, 17.617)  0.07
H (20.721, 20.812, 24.950)  0.12
H (17.938, 21.285, 21.049)  0.09
H (21.706, 18.571, 24.280)  0.08
H (21.163, 21.947, 14.856)  0.04
H (23.408, 18.704, 23.749)  0.07
H (19.053, 19.575, 21.312)  0.08
H (20.518, 19.894, 16.888)  0.09
H (20.295, 26.310, 20.654)  0.09
H (26.393, 20.155, 14.057)  0.08
H (32.218, 24.575, 12.407)  0.12
H (20.865, 23.808, 17.828)  0.04
H (25.040, 15.467, 18.739)  0.04
H (24.352, 22.115, 13.485)  0.07
H (28.170, 26.812, 14.672)  0.12
H (18.330, 17.051, 8.661)  0.08
H (15.587, 21.257, 22.139)  0.12
H (28.232, 13.170, 20.968)  0.07
H (28.449, 14.510, 17.516)  0.13
H (19.555, 16.741, 11.936)  0.10
H (19.417, 23.379, 11.915)  0.08
H (30.437, 24.491, 20.175)  0.07
H (28.793, 18.119, 22.830)  0.09
H (25.055, 27.766, 12.837)  0.08
H (17.890, 17.165, 12.227)  0.12
H (29.310, 22.608, 24.626)  0.11
H (21.914, 24.860, 13.423)  0.10
H (31.288, 22.740, 10.078)  0.09
H (29.675, 18.886, 21.516)  0.09
H (27.789, 16.772, 17.723)  0.12
H (22.062, 18.076, 21.267)  0.06
H (22.807, 18.944, 15.241)  0.05
H (31.158, 23.362, 19.113)  0.06
H (25.964, 20.847, 22.568)  0.08
H (24.503, 27.466, 17.429)  0.07
H (23.750, 14.776, 17.842)  0.08
H (24.184, 14.433, 20.861)  0.13
H (28.078, 22.460, 21.805)  0.05
H (22.476, 25.883, 15.380)  0.09
H (23.454, 16.099, 12.619)  0.09
H (18.249, 23.757, 15.024)  0.13
H (25.070, 16.888, 10.495)  0.06
H (31.061, 23.197, 22.289)  0.11
H (30.268, 25.406, 25.279)  0.12
H (26.862, 30.918, 15.787)  0.11
H (24.580, 25.125, 21.957)  0.08
H (29.497, 21.621, 20.147)  0.12
H (23.037, 24.026, 10.650)  0.07
H (17.841, 23.193, 12.581)  0.09
H (19.880, 24.240, 14.427)  0.11
H (21.005, 19.834, 14.409)  0.10
H (23.647, 28.507, 20.808)  0.12
H (31.523, 23.147, 16.741)  0.12
H (29.485, 12.527, 18.527)  0.11
H (24.305, 28.330, 23.382)  0.08
H (23.394, 17.612, 15.965)  0.09
H (18.660, 15.969, 10.046)  0.08
H (30.839, 29.083, 23.424)  0.08
H (32.563, 28.836, 23.441)  0.08
H (17.051, 16.684, 9.820)  0.08
H (25.966, 25.528, 20.905)  0.06
H (25.514, 22.750, 20.512)  0.11
H (25.702, 20.728, 24.237)  0.09
H (29.000, 18.353, 19.199)  0.12
H (18.691, 21.737, 11.976)  0.08
H (22.560, 18.387, 19.684)  0.07
H (23.468, 25.260, 12.701)  0.13
H (20.481, 19.554, 20.246)  0.07
H (20.172, 25.469, 19.174)  0.05
H (30.643, 21.725, 14.153)  0.12
H (26.745, 26.266, 15.679)  0.11
H (20.493, 25.092, 16.650)  0.07
H (25.955, 23.748, 14.824)  0.08
H (32.656, 20.902, 22.930)  0.09
H (30.862, 21.116, 17.759)  0.12
H (24.974, 13.711, 18.628)  0.07
H (27.903, 32.850, 17.872)  0.12
H (20.085, 17.557, 14.104)  0.10
H (13.633, 21.700, 19.938)  0.12
H (29.479, 23.665, 18.833)  0.05
H (27.323, 21.993, 25.634)  0.12
H (33.953, 21.158, 21.807)  0.09
H (30.678, 13.847, 18.339)  0.13
H (27.297, 18.665, 19.492)  0.11
H (22.050, 22.460, 12.974)  0.12
H (24.922, 22.997, 12.143)  0.07
H (29.890, 26.841, 20.211)  0.08
H (26.416, 28.489, 13.598)  0.08
H (25.038, 27.764, 14.609)  0.07
H (22.602, 12.917, 20.679)  0.07
H (21.644, 24.154, 22.691)  0.10
H (26.664, 30.699, 18.412)  0.10
H (23.612, 18.884, 21.038)  0.08
H (29.093, 25.079, 16.254)  0.08
H (19.586, 18.018, 20.631)  0.09
H (19.369, 20.316, 14.830)  0.10
H (23.259, 18.889, 11.396)  0.12
H (22.382, 22.802, 18.845)  0.06
H (28.231, 27.152, 21.012)  0.09
H (19.465, 22.156, 16.635)  0.10
H (29.482, 21.939, 17.146)  0.09
H (25.073, 22.135, 23.385)  0.08
H (13.575, 20.748, 21.276)  0.12
H (26.192, 25.592, 22.590)  0.08
H (27.350, 24.248, 17.837)  0.02
H (29.056, 11.651, 20.703)  0.09
H (29.552, 12.784, 22.016)  0.09
H (26.781, 28.379, 19.482)  0.12
H (26.420, 28.652, 16.819)  0.09
H (18.559, 19.578, 12.597)  0.11
H (28.109, 28.483, 16.795)  0.12
H (25.916, 34.953, 17.093)  0.09
H (28.591, 31.092, 16.257)  0.12
H (24.987, 23.367, 17.549)  0.11
H (26.908, 16.126, 19.157)  0.09
H (32.649, 23.791, 10.122)  0.08
H (26.837, 21.823, 16.936)  0.05
H (33.045, 22.203, 9.860)  0.09
H (29.317, 15.712, 19.875)  0.11
H (32.966, 22.753, 14.168)  0.12
H (20.505, 23.843, 23.930)  0.12
H (21.997, 15.500, 21.160)  0.12
H (22.800, 22.408, 23.229)  0.09
H (11.321, 23.414, 22.318)  0.08
H (18.511, 23.698, 22.327)  0.11
H (26.071, 34.242, 18.696)  0.08
H (22.348, 20.730, 22.823)  0.09
H (28.520, 25.869, 19.901)  0.06
H (29.195, 23.661, 15.825)  0.03
H (25.457, 19.659, 15.489)  0.08
H (30.519, 21.481, 22.411)  0.12
H (22.985, 19.120, 16.988)  0.08
H (28.240, 19.880, 16.957)  0.08
H (21.971, 16.663, 11.703)  0.06
H (24.904, 26.926, 23.869)  0.07
H (25.696, 19.053, 11.860)  0.12
H (24.573, 34.125, 17.914)  0.09
H (28.644, 24.192, 23.153)  0.06
H (21.889, 22.036, 25.328)  0.11
H (27.619, 33.229, 16.124)  0.12
H (24.132, 21.432, 11.934)  0.07
H (22.982, 26.941, 20.870)  0.11
H (27.324, 22.654, 14.650)  0.06
H (29.375, 26.987, 23.562)  0.12
H (28.751, 24.747, 14.045)  0.13
H (24.162, 23.708, 19.954)  0.11
H (25.746, 17.612, 12.807)  0.12
H (27.985, 19.364, 21.980)  0.08
H (27.694, 14.091, 19.131)  0.10
H (15.684, 22.755, 21.326)  0.11
H (23.025, 12.665, 19.177)  0.07
H (11.318, 22.572, 20.756)  0.08
H (11.574, 21.721, 22.269)  0.08
H (23.920, 28.713, 18.531)  0.09
H (26.547, 18.503, 14.727)  0.08
H (23.015, 18.150, 25.369)  0.08
H (22.839, 27.432, 18.231)  0.09
H (30.756, 23.482, 12.401)  0.12
H (23.206, 21.931, 17.573)  0.07
H (32.279, 21.749, 16.130)  0.12
H (25.745, 27.912, 21.818)  0.13
H (27.886, 23.254, 20.457)  0.03
H (21.888, 23.153, 15.513)  0.04
H (26.298, 24.958, 18.702)  0.04
H (24.203, 25.757, 15.621)  0.06
H (20.223, 19.241, 12.343)  0.11
H (26.989, 21.459, 18.669)  0.07
H (30.150, 26.160, 22.291)  0.09
H (19.442, 18.567, 16.768)  0.12
H (28.902, 23.718, 25.982)  0.12
H (21.510, 25.044, 20.168)  0.07
H (22.015, 16.033, 19.560)  0.12
H (32.052, 24.227, 14.600)  0.12
H (26.488, 23.518, 25.060)  0.13
H (26.865, 27.026, 18.331)  0.10
H (22.514, 22.507, 10.651)  0.07
H (33.423, 22.507, 22.753)  0.09
H (28.638, 19.008, 15.356)  0.08
H (26.871, 23.746, 13.301)  0.08
H (25.556, 20.964, 17.799)  0.07
H (30.790, 24.359, 23.942)  0.09
H (15.769, 21.279, 19.205)  0.10
H (17.823, 20.480, 18.011)  0.12
H (22.309, 17.364, 13.125)  0.05
H (22.304, 21.057, 18.898)  0.08
H (19.269, 21.170, 18.716)  0.09
H (21.007, 22.109, 21.571)  0.08
H (23.086, 24.606, 16.451)  0.08

charge	0
Kohn-Sham gap	8.66	eV

Here is C6H11N in the gas phase in a non-equilibrium geometry from the OMol25 dataset. Energies are from the ωB97M-V functional and the def2-TZVPD basis.

Each line ends with the Löwdin charge.
Element x y z (Å)
N (1.903, -0.064, -0.165)  -0.06
C (-1.945, 0.632, 0.032)  -0.15
C (1.143, 1.239, 0.174)  -0.13
C (-0.353, 0.867, -0.209)  -0.18
C (-1.619, -0.784, -0.138)  -0.29
C (1.161, -1.198, 0.030)  -0.21
C (-0.294, -0.645, 0.372)  -0.29
H (-0.283, -0.433, 1.493)  0.16
H (2.495, 0.130, -0.847)  0.04
H (0.938, -1.902, -0.911)  0.15
H (1.602, -1.744, 0.804)  0.08
H (-2.047, -0.978, -1.238)  0.17
H (-2.224, 1.013, 1.090)  0.13
H (-2.664, 0.914, -0.874)  0.13
H (1.286, 1.627, 1.245)  0.11
H (1.431, 2.072, -0.606)  0.12
H (-2.225, -1.346, 0.568)  0.10
H (-0.194, 0.430, -1.141)  0.09

structure (SMILES)	C1C[C@H]2CNC[C@H]12
charge	0
Kohn-Sham gap	9.71	eV

Here is C3H4N2O3 in the gas phase in a non-equilibrium geometry from the OMol25 dataset. Energies are from the ωB97M-V functional and the def2-TZVPD basis.

Each line ends with the Löwdin charge.
Element x y z (Å)
O (-2.160, -1.052, -1.211)  0.09
O (-0.548, -0.196, 1.181)  0.05
O (1.330, -0.745, -0.067)  -0.12
N (-0.236, 1.060, 0.714)  0.03
N (1.725, 0.614, -0.191)  0.04
C (-0.962, -1.088, -1.136)  -0.15
C (0.851, 1.529, 0.150)  -0.17
C (-0.150, -0.992, 0.267)  -0.33
H (-0.291, -2.009, 0.709)  0.18
H (-0.088, -1.335, -1.839)  0.15
H (-0.744, 1.728, 1.164)  0.12
H (1.273, 2.486, 0.259)  0.12

structure (SMILES)	O=C[C@H]1ON=CNO1
charge	0
Kohn-Sham gap	9.20	eV